The following is a DFT calculation (ωB97M-V/def2-TZVPD) of 9 unconnected molecules or ions with the total composition C44H110N8O9 at a distorted geometry.

Atoms and positions in Å:
C: -5.7624 -0.4879 -4.3980
C: -4.8494 0.7918 -4.5798
C: -4.3869 0.8884 -6.0783
C: -5.8727 1.9372 -4.0795
C: -5.2572 3.3354 -3.7727
C: -4.1613 3.1168 -2.7574
C: -3.1298 2.0440 -3.1836
C: -2.0559 2.7045 -4.1441
C: -2.5622 1.7578 -1.7480
N: -3.6965 0.7100 -3.6922
O: -2.7922 -0.2635 -3.9093
H: -5.2176 -1.4174 -4.5635
H: -5.8907 -0.7432 -3.3461
H: -6.6111 -0.5431 -5.0798
H: -3.9579 1.8746 -6.2558
H: -3.6043 0.1893 -6.3729
H: -5.2588 0.6009 -6.6658
H: -6.6607 2.0709 -4.8206
H: -6.3268 1.5923 -3.1506
H: -4.7591 3.8624 -4.5865
H: -6.0160 4.0535 -3.4619
H: -4.6845 2.8056 -1.8533
H: -3.7209 4.0830 -2.5112
H: -1.1382 2.1350 -4.2911
H: -1.8105 3.7015 -3.7780
H: -2.5844 2.9262 -5.0713
H: -1.7295 1.0563 -1.7969
H: -3.2864 1.4272 -1.0035
H: -2.1614 2.6365 -1.2427
H: -2.6529 -0.6352 -3.0352
C: 3.8213 3.4025 4.5870
C: 2.6039 2.5738 3.9630
C: 1.7597 3.6171 3.0938
C: 3.2626 1.4990 2.9859
C: 3.6507 0.1422 3.6221
C: 2.4979 -0.3438 4.4730
C: 1.8701 0.5625 5.5520
C: 0.4813 0.0327 6.0314
C: 2.8531 0.4542 6.7650
N: 1.6932 1.9530 4.9979
O: 1.2426 2.8802 5.9213
H: 4.4769 3.7231 3.7774
H: 3.5286 4.3514 5.0365
H: 4.3142 2.8414 5.3809
H: 0.9423 3.0578 2.6387
H: 1.2630 4.4259 3.6299
H: 2.3994 3.9853 2.2917
H: 2.4816 1.3752 2.2356
H: 4.1380 1.9180 2.4897
H: 3.8637 -0.6352 2.8884
H: 4.5398 0.3783 4.2067
H: 2.8364 -1.2594 4.9580
H: 1.6433 -0.8252 3.9975
H: -0.1741 0.2711 5.1937
H: 0.0182 0.5731 6.8569
H: 0.4532 -1.0569 6.0217
H: 3.7562 0.7814 6.2498
H: 2.8673 -0.4827 7.3218
H: 2.4917 1.1816 7.4920
H: 0.3658 3.0120 5.5532
C: 0.0815 -4.3277 -0.5849
O: -0.9951 -3.4753 -0.1536
C: -2.1651 -3.5632 -0.9649
C: -3.4278 -2.7547 -0.4008
C: -3.8560 -2.9855 1.0713
N: -4.6101 -3.1100 -1.2103
H: 0.8880 -4.5532 0.1128
H: 0.7173 -3.8492 -1.3299
H: -0.2418 -5.3210 -0.8962
H: -1.8984 -3.2027 -1.9583
H: -2.3540 -4.6260 -1.1162
H: -3.2553 -1.6815 -0.4819
H: -4.5898 -2.2646 1.4318
H: -2.9687 -2.8038 1.6778
H: -4.2870 -3.9648 1.2790
H: -5.5065 -2.9887 -0.7609
H: -4.5250 -4.0889 -1.4442
C: 1.7423 -4.1721 3.2943
O: 0.8326 -3.3029 4.0323
C: -0.5506 -3.4049 3.7954
C: -1.0949 -4.7495 4.3688
C: -2.5136 -4.9865 4.2626
N: -0.8189 -4.7966 5.7785
H: 2.7793 -3.8659 3.4327
H: 1.5571 -4.1301 2.2210
H: 1.5427 -5.2040 3.5831
H: -1.2572 -2.6516 4.1440
H: -0.6755 -3.2432 2.7247
H: -0.7238 -5.5605 3.7421
H: -2.8963 -4.6374 3.3035
H: -3.2969 -4.6757 4.9539
H: -2.6300 -6.0640 4.3784
H: 0.1859 -4.7176 5.8423
H: -0.9040 -5.7648 6.0532
C: -1.4936 5.1511 6.2883
O: -1.6141 3.8105 5.8243
C: -1.7186 3.7475 4.3506
C: -2.4201 2.4302 3.8676
C: -2.5055 2.2135 2.3708
N: -3.7207 2.1947 4.3902
H: -0.9007 5.8199 5.6643
H: -0.8676 5.0150 7.1702
H: -2.4860 5.4068 6.6593
H: -2.3573 4.5715 4.0324
H: -0.7222 3.8299 3.9166
H: -1.6584 1.7302 4.2110
H: -3.2782 2.8546 1.9466
H: -2.9559 1.2527 2.1217
H: -1.6158 2.4411 1.7837
H: -4.4132 2.7441 3.9015
H: -3.7743 2.5293 5.3417
C: 1.5081 2.5761 -0.7578
O: 2.0228 3.8543 -1.0541
C: 2.8623 3.7961 -2.2028
C: 4.1286 4.5251 -1.8784
C: 4.9101 5.1720 -3.0061
N: 5.0095 3.8981 -0.8720
H: 0.9072 2.2859 -1.6197
H: 0.7759 2.6425 0.0469
H: 2.1925 1.7897 -0.4399
H: 3.0334 2.7826 -2.5656
H: 2.5304 4.5045 -2.9618
H: 3.8302 5.3410 -1.2201
H: 5.2438 4.4378 -3.7394
H: 5.8438 5.6599 -2.7263
H: 4.3701 6.0107 -3.4456
H: 5.5031 3.1114 -1.2687
H: 4.4010 3.5170 -0.1616
C: 3.9778 -1.8823 -1.7248
O: 4.0725 -0.8901 -2.6807
C: 5.4263 -0.3940 -2.8533
C: 5.4693 0.6153 -4.0846
C: 5.0505 -0.1525 -5.3041
N: 6.8088 1.1031 -4.3490
H: 4.3892 -1.5427 -0.7743
H: 4.4443 -2.8375 -1.9661
H: 2.9437 -1.9461 -1.3861
H: 5.7688 0.1396 -1.9667
H: 6.1113 -1.2036 -3.1051
H: 4.9080 1.5450 -3.9914
H: 5.2352 0.3405 -6.2585
H: 3.9916 -0.3815 -5.1844
H: 5.4613 -1.1560 -5.4150
H: 6.7345 1.6820 -5.1733
H: 7.4419 0.3798 -4.6587
C: 0.9520 -1.6930 -4.0044
O: 0.3612 -2.5620 -4.9770
C: 0.2475 -3.9117 -4.5297
C: -0.8094 -4.7446 -5.3042
C: -2.2351 -4.2819 -5.1480
N: -0.6515 -6.1213 -4.7751
H: 1.8798 -2.0931 -3.5955
H: 0.2066 -1.4448 -3.2488
H: 1.2416 -0.8035 -4.5639
H: 1.2424 -4.3237 -4.6984
H: -0.1111 -3.9231 -3.5005
H: -0.5863 -4.8463 -6.3662
H: -2.4000 -3.9803 -4.1136
H: -3.0172 -4.9655 -5.4784
H: -2.2719 -3.2950 -5.6094
H: -1.0186 -6.8930 -5.3135
H: 0.3442 -6.2800 -4.7154
C: -0.6730 -0.5723 1.2129
C: 0.6892 -1.0191 1.0071
O: 0.8287 -1.1931 -0.4135
H: -0.7538 -0.2487 2.2507
H: -1.3143 -1.4106 0.9407
H: -0.8866 0.3889 0.7454
H: 0.7589 -2.0149 1.4449
H: 1.4996 -0.3440 1.2820
H: 0.0434 -1.6022 -0.7844

The SMILES is CC1(C)CCCC(C)(C)N1O.CC1(C)CCCC(C)(C)N1O.COC[C@H](C)N.COC[C@H](C)N.COC[C@H](C)N.COC[C@H](C)N.COC[C@H](C)N.COC[C@H](C)N.CCO. The value obtained for the HOMO-LUMO gap is 8.2 eV. The energy above the lowest of the compared OMol25 structures with the same formula, charge and spin is 608.2 kJ/mol.